No. 1
This record from OMol25 describes the molecule C4H13NOSi in a non-equilibrium geometry. The level of theory is the ωB97M-V functional and the def2-TZVPD basis.

Last column: Mulliken charge in e.
CARTESIAN COORDINATES (ANGSTROEM)
C1 2.7135 0.7667 -0.3868  -1.22
C2 1.4429 1.3680 0.1210  -0.01
O1 0.6410 0.4640 0.8247  -0.54
Si1 -1.1813 0.0751 0.1475  0.54
C3 -0.8165 -0.7650 -1.4865  -0.99
C4 -1.8455 -0.9461 1.6397  -1.18
N1 -2.0605 1.6137 -0.0188  -0.46
H1 3.3559 0.3642 0.3487  0.31
H2 2.4475 0.0960 -1.1134  0.32
H3 3.4337 1.4862 -0.9551  0.31
H4 0.8836 1.8030 -0.7395  0.17
H5 1.7157 2.2334 0.7690  0.25
H6 -1.4710 -1.5189 -1.8972  0.38
H7 -0.6909 0.0911 -2.0673  0.30
H8 0.1681 -1.1995 -1.5416  0.32
H9 -1.1637 -1.6621 1.8708  0.36
H10 -1.9129 -0.3918 2.5542  0.33
H11 -2.7398 -1.3923 1.3735  0.38
H12 -2.7711 1.9710 0.5832  0.23
H13 -1.4204 2.2973 -0.3603  0.20

Output
Frontier orbital gap ... 10.05 eV
Multiplicity ... 1
E_HOMO ... -9.24 eV
Structure (SMILES) ... CCO[Si](C)(C)N
LUMO ... 0.81 eV
Largest force on an atom ... 3.9 eV/Å

No. 2
This record from OMol25 describes a structure of composition C31H33N3O4P2PdS. The level of theory is the ωB97M-V functional and the def2-TZVPD basis.

Last column: Mulliken charge in e.
CARTESIAN COORDINATES (ANGSTROEM)
Pd1 -1.2404 0.4283 2.1933  -0.80
O1 -4.1911 -0.8728 2.8783  -0.74
S1 -3.1771 -1.7982 3.4312  1.11
O2 -3.6723 -2.5090 4.6227  -0.77
O3 -2.7873 -2.7909 2.3728  -0.68
O4 -1.9399 -1.0154 3.8152  -0.71
C1 2.4097 -0.9427 0.1761  -1.46
N1 1.1768 -0.6444 0.8814  0.60
P1 0.9821 0.7538 1.8937  0.61
C2 2.6471 0.6314 2.7441  0.10
C3 2.6225 -0.1583 3.8960  -0.48
C4 3.7782 -0.3990 4.6258  -0.64
C5 4.9823 0.1699 4.2300  -0.42
C6 5.0208 0.9685 3.0949  -0.57
C7 3.8648 1.1896 2.3565  -0.17
C8 1.3402 2.1044 0.6944  0.36
C9 1.7448 3.3765 1.1107  -0.41
C10 1.8536 4.4282 0.2134  -0.58
C11 1.5520 4.2380 -1.1323  -0.60
C12 1.1299 2.9853 -1.5564  -0.62
C13 1.0132 1.9384 -0.6526  -0.35
P2 -0.2056 -1.6800 1.1314  0.61
C14 0.6194 -3.3260 1.0925  0.31
C15 1.6952 -3.5713 1.9515  -0.19
C16 2.2657 -4.8296 2.0495  -0.62
C17 1.7595 -5.8891 1.3055  -0.44
C18 0.6749 -5.6681 0.4692  -0.60
C19 0.1129 -4.4028 0.3622  -0.67
C20 -1.0298 -1.7375 -0.5247  0.87
C21 -0.4058 -1.4569 -1.7400  -0.12
C22 -1.1147 -1.4989 -2.9351  -0.44
C23 -2.4621 -1.8381 -2.9298  -0.66
C24 -3.0967 -2.1011 -1.7204  -0.73
C25 -2.3967 -2.0395 -0.5209  -0.12
H1 3.2252 -1.2185 0.8543  0.22
H2 2.7460 -0.0791 -0.4089  0.37
H3 2.2600 -1.7831 -0.5022  0.54
H4 1.6728 -0.5801 4.2163  0.50
H5 3.7337 -1.0222 5.5111  0.41
H6 5.8848 -0.0062 4.8043  0.34
H7 5.9577 1.4118 2.7748  0.38
H8 3.9155 1.7970 1.4608  0.29
H9 1.9664 3.5460 2.1592  0.44
H10 2.1684 5.4044 0.5657  0.36
H11 1.6357 5.0592 -1.8355  0.34
H12 0.8780 2.8154 -2.5976  0.49
H13 0.6436 0.9768 -0.9837  0.25
H14 2.0896 -2.7616 2.5559  0.25
H15 3.1027 -4.9859 2.7214  0.39
H16 2.1963 -6.8775 1.3904  0.33
H17 0.2557 -6.4866 -0.1052  0.37
H18 -0.7364 -4.2539 -0.2910  0.35
H19 0.6489 -1.2125 -1.7661  0.12
H20 -0.6096 -1.2809 -3.8708  0.40
H21 -3.0153 -1.8853 -3.8626  0.30
H22 -4.1531 -2.3449 -1.7026  0.41
H23 -2.8736 -2.2220 0.4506  0.26
N2 -2.0425 1.5309 0.5981  -0.34
C26 -2.2574 1.8802 -0.4793  -0.25
N3 -2.4795 2.2198 -1.7566  0.57
C27 -3.5895 1.5104 -2.4056  0.07
C28 -3.6969 1.9721 -3.8632  -0.87
C29 -2.3385 2.4514 -4.3648  -0.58
C30 -1.9172 3.7128 -3.5993  -0.63
C31 -2.3405 3.6235 -2.1254  -0.86
H24 -4.5288 1.6857 -1.8671  0.37
H25 -3.3640 0.4454 -2.3478  -0.40
H26 -4.4191 2.7902 -3.9514  0.33
H27 -4.0760 1.1486 -4.4706  0.44
H28 -2.3679 2.6519 -5.4383  0.44
H29 -1.6033 1.6603 -4.2016  0.17
H30 -2.3787 4.5966 -4.0494  0.37
H31 -0.8362 3.8450 -3.6669  0.23
H32 -3.2901 4.1518 -1.9584  0.46
H33 -1.5934 4.0701 -1.4713  0.40

Output
Frontier orbital gap ... 4.39 eV
Multiplicity ... 1
E_HOMO ... -0.37 eV
Total charge ... -2
LUMO ... 4.02 eV
Largest force on an atom ... 1.0 eV/Å

No. 3
This record from OMol25 describes a structure of composition C3H2NO2S in a non-equilibrium geometry. The level of theory is the ωB97M-V functional and the def2-TZVPD basis.

Last column: Mulliken charge in e.
CARTESIAN COORDINATES (ANGSTROEM)
C1 1.3126 -0.6182 -0.5736  -0.02
C2 -0.8643 -0.5430 -0.0396  0.53
C3 -0.7219 0.9339 0.4626  0.18
N1 0.1852 -1.1917 -0.5883  -0.69
O1 -1.2329 1.8969 -0.1029  -0.62
O2 -1.9327 -1.0694 0.2064  -0.58
S1 1.5692 0.9830 -0.1007  -0.41
H1 2.1355 -1.1620 -0.8728  0.41
H2 -0.4507 0.7706 1.6088  0.21

Output
Frontier orbital gap ... 7.80 eV
Multiplicity ... 1
E_HOMO ... -4.09 eV
Total charge ... -1
LUMO ... 3.71 eV
Largest force on an atom ... 2.8 eV/Å